This record from the Open Molecules 2025 dataset describes C49H30CrF12N4PS as an isolated structure. The level of theory is ωB97M-V with the def2-TZVPD basis set.

Geometry as XYZ:
```
98
Properties=species:S:1:pos:R:3:forces:R:3
Cr -0.19061 0.24138 0.42105 -1.30 0.09 1.08
C 0.63088 -3.15345 0.47131 -0.02 -0.06 0.00
C -0.29531 -2.06567 0.92809 0.23 -0.07 -0.04
C -1.50594 -1.82056 0.24874 -0.06 -0.04 0.21
C -2.43006 -0.89890 0.72848 0.12 -0.17 -0.01
C -2.18490 -0.20874 1.92672 0.07 0.05 0.05
C -1.03125 -0.49328 2.65040 0.01 -0.21 -0.09
C -0.07358 -1.37608 2.13140 -0.30 -0.32 0.11
H 0.27138 -4.11055 0.85611 0.05 -0.01 -0.03
H 1.64367 -3.00862 0.84501 0.00 0.03 0.00
H 0.65952 -3.22921 -0.61524 0.01 0.03 -0.01
H -1.74493 -2.41766 -0.62333 0.08 0.14 -0.12
H -3.38469 -0.78524 0.23056 0.08 0.14 -0.12
H -2.93938 0.44620 2.34143 0.05 0.09 -0.05
H -0.89960 -0.08390 3.64340 0.11 0.18 -0.09
H 0.78577 -1.63679 2.73648 0.13 0.16 -0.12
S 5.43411 -0.17980 -4.88743 0.11 0.02 -0.09
N 5.67953 -0.24146 -3.30464 0.27 -0.04 0.15
C 4.49834 -0.11615 -2.72690 -0.48 0.02 -0.49
C 4.23647 -0.14632 -1.31375 -0.35 0.07 0.27
C 5.25422 -0.45947 -0.41219 -0.07 0.04 0.13
C 4.96296 -0.54056 0.93203 0.24 -0.09 -0.21
C 3.71183 -0.15583 1.34999 -0.14 0.00 0.02
N 2.74456 0.23288 0.49476 0.57 -0.20 -0.17
C 2.91930 0.10715 -0.86687 0.62 -0.03 0.33
C 1.80801 0.14125 -1.81404 -0.43 -0.03 -0.48
N 0.51856 0.08762 -1.38032 0.59 -0.40 -1.19
C -0.45530 -0.05344 -2.29300 -0.06 0.11 0.21
C -0.25560 -0.10603 -3.65626 0.17 0.01 -0.21
C 1.03589 -0.03172 -4.12558 -0.13 0.03 0.04
C 2.07425 0.07341 -3.20612 -0.16 0.09 0.36
C 3.43766 0.02307 -3.65418 0.51 -0.09 0.40
N 3.84194 -0.00902 -4.91095 -0.13 0.08 -0.26
H 6.24354 -0.66465 -0.80016 0.00 -0.02 0.01
H 5.70134 -0.85121 1.65686 -0.02 0.04 0.03
H 3.45808 -0.10441 2.39696 -0.06 0.00 -0.05
H -1.46504 -0.10926 -1.90061 0.01 0.07 0.00
H -1.09938 -0.20802 -4.32385 -0.01 -0.01 0.02
H 1.27088 -0.07918 -5.18067 0.00 0.01 0.01
F 2.24269 6.11610 4.94592 -0.14 -0.08 0.03
C 1.09308 5.42272 5.01788 0.06 -0.03 0.12
F 0.10683 6.28918 5.27970 0.09 -0.05 -0.02
F 1.18870 4.57805 6.06114 -0.02 0.18 -0.15
C 0.85220 4.68382 3.72363 0.06 -0.21 0.23
C 0.59305 3.35806 3.74276 0.04 0.00 -0.05
C 0.47917 2.57709 2.47496 0.17 0.11 -0.26
C 0.16055 3.46953 1.29427 -0.04 -0.01 0.15
C 0.46342 4.80283 1.33293 -0.12 -0.15 -0.09
C 0.89385 5.41882 2.51503 0.02 0.11 -0.05
P -0.46772 2.58589 -0.15245 -0.15 0.52 0.10
C 0.55381 3.26306 -1.50722 0.13 -0.15 0.01
C 1.88198 3.59615 -1.23420 -0.07 -0.01 -0.01
C 2.71844 4.05851 -2.23259 -0.03 -0.01 -0.04
C 2.22932 4.18087 -3.52675 0.04 -0.08 0.01
C 0.91040 3.86631 -3.81410 0.01 0.03 -0.07
C 0.07313 3.40813 -2.80530 -0.05 -0.06 0.04
C 3.16051 4.67713 -4.60406 0.28 -0.11 -0.04
F 4.40061 4.15781 -4.42381 -0.29 0.07 -0.10
F 3.28644 6.00684 -4.57774 -0.06 -0.03 -0.01
F 2.74306 4.31944 -5.82496 0.05 0.04 0.11
C -2.10427 3.33030 -0.45006 0.06 -0.13 0.01
C -2.22880 4.66105 -0.85144 -0.08 -0.01 -0.02
C -3.48046 5.24177 -0.94527 0.05 0.02 -0.03
C -4.61305 4.49279 -0.64998 -0.05 -0.07 0.03
C -4.50546 3.16244 -0.28067 -0.04 0.04 -0.04
C -3.24782 2.58668 -0.17963 0.07 0.04 -0.05
C -5.97264 5.14083 -0.76975 -0.02 0.02 -0.02
F -6.33960 5.23373 -2.05811 0.01 0.00 0.08
F -5.95824 6.37944 -0.25987 -0.03 -0.08 -0.04
F -6.91200 4.43475 -0.12639 0.05 0.07 -0.05
H 0.45348 2.84654 4.68452 0.16 -0.04 0.04
H -0.31194 1.83290 2.59069 0.01 0.03 0.01
H 0.34937 5.40692 0.44078 0.04 0.03 0.02
H 1.17383 6.46310 2.52262 -0.04 0.00 0.01
H 2.23865 3.53538 -0.21684 -0.01 0.01 -0.07
H 3.74050 4.34138 -2.01267 -0.01 -0.04 0.01
H 0.53513 3.99501 -4.82112 -0.01 -0.04 0.02
H -0.96548 3.19484 -3.02901 0.01 -0.02 -0.04
H -1.35107 5.24286 -1.10182 -0.03 0.03 0.03
H -3.58066 6.27717 -1.24362 0.00 0.00 0.01
H -5.39586 2.58510 -0.07337 0.00 0.01 0.02
H -3.15629 1.54848 0.11084 -0.01 0.04 0.01
F 6.18318 5.60829 4.26858 0.10 -0.16 0.01
C 6.51919 4.31268 4.12930 0.02 0.11 -0.01
F 7.58119 4.25705 3.30917 -0.07 0.01 0.08
F 6.89400 3.85262 5.32751 -0.01 0.04 -0.07
C 5.35425 3.53680 3.56850 0.02 -0.01 -0.02
C 5.12621 3.55731 2.20127 0.03 0.01 0.01
C 3.99874 2.94478 1.67916 -0.06 0.03 -0.02
C 3.07229 2.32762 2.52001 0.05 0.12 0.17
C 3.36441 2.24865 3.88422 -0.04 -0.07 -0.06
C 4.49495 2.84866 4.41131 0.03 0.01 -0.04
C 1.76968 1.81359 2.01070 0.00 0.03 -0.10
C 1.58615 0.89518 1.04232 -0.30 0.06 0.47
H 5.82758 4.06105 1.54914 -0.01 0.00 -0.01
H 3.84744 2.96080 0.60639 -0.02 0.01 0.07
H 2.71342 1.68990 4.54401 -0.12 0.10 0.05
H 4.70437 2.78964 5.47079 -0.02 0.01 -0.01
```
Positions in Å, forces in eV/Å.

LUMO (spin up / spin down): -6.88 / -6.82 eV
energy relative to the best compared isomer or geometry (same formula, charge and spin): 45.0 kcal/mol
multiplicity: 4
HOMO energy (spin up / spin down): -0.462 / -0.476 Ha
HOMO-LUMO gap (spin up / spin down): 5.69 / 6.12 eV
E_tot: -5086.2234 Eh
net charge: +2